Below is a 11-piece molecular cluster, C37H48N10O6S overall in a non-equilibrium geometry, with properties calculated with ωB97M-V/def2-TZVPD.

Strongest force on any atom = 17.08 eV/Å
Orbital gap = 7.7 eV
Energy above the lowest of the compared OMol25 structures with the same formula, charge and spin = 97.7 kcal per mole
Molecular weight = 760.92 g mol⁻¹

Geometry as ORCA input:
```
! wB97M-V def2-TZVPD RIJCOSX def2/J DEFGRID3
* xyz -2 1
S 0.1757 0.0066 -0.0910
O 0.8527 0.1303 -1.3899
O 0.8615 0.9580 0.8195
O -1.2595 0.2418 -0.2321
O 0.2707 -1.3360 0.4651
N -3.3338 0.2803 -1.9592
C -4.1702 -0.7907 -1.8110
C -5.3592 -0.5692 -2.7468
C -4.9795 0.6158 -3.5521
C -3.6662 1.1089 -3.0906
H -2.2269 0.4064 -1.3895
H -4.0226 -1.5532 -0.9930
H -6.2974 -1.1056 -2.8173
H -5.5294 1.0510 -4.4200
H -3.2120 2.0920 -3.2771
N 0.7512 -2.6003 2.5634
C 1.6949 -3.5106 2.9352
C 1.6228 -3.5555 4.4608
C 0.5531 -2.5849 4.9282
C -0.1402 -2.0433 3.6473
H 0.6934 -2.1863 1.6270
H 2.6017 -3.8797 2.4950
H 2.4057 -4.0947 4.9616
H 0.3886 -2.4761 6.0130
H -0.9833 -1.3941 3.5109
N 2.3656 2.8821 0.1775
C 2.6159 3.9550 0.9532
C 3.6387 4.9100 0.1299
C 3.5972 4.2691 -1.2284
C 2.8561 2.8792 -1.1741
H 1.6481 2.0917 0.2341
H 2.2721 4.0112 1.9844
H 4.1706 5.5909 0.4258
H 4.2697 4.7276 -2.0037
H 2.8990 2.1754 -1.8362
N 2.8957 -1.0315 -2.3333
C 3.6422 -0.6414 -3.5763
C 4.8306 -1.6443 -3.5795
C 4.6190 -2.6140 -2.4397
C 3.3412 -2.2763 -1.8233
H 2.0612 -0.6237 -1.9974
H 3.4400 0.2028 -4.1486
H 5.5707 -1.3636 -4.1853
H 5.3045 -3.2613 -2.1740
H 2.6408 -2.6691 -0.7724
N -0.3955 -3.3642 -0.9631
C 0.1854 -4.6035 -0.8259
C -0.5818 -5.4346 -1.8397
C -1.6271 -4.5465 -2.5440
C -1.5864 -3.2785 -1.7419
H -0.2033 -2.5133 -0.2930
H 0.7922 -4.8518 -0.1110
H -0.5144 -6.3889 -2.1915
H -2.2980 -4.8728 -3.1975
H -2.1695 -2.2738 -1.9790
N 0.8570 1.6804 3.2068
C 1.7780 2.1976 4.0950
C 1.1000 2.4534 5.4295
C -0.3115 2.0247 5.2464
C -0.4373 1.6794 3.8007
H 0.9477 1.3588 2.2466
H 2.8126 2.3716 3.8067
H 1.4771 2.7899 6.1980
H -1.0193 2.1137 6.0311
H -1.2819 1.3003 3.1914
N 0.2816 0.7739 -3.7801
C 1.2046 1.5960 -4.5125
C 0.8312 1.6064 -5.9416
C -0.4767 0.7092 -6.0675
C -0.7884 0.2363 -4.6162
H 0.4210 0.5146 -2.7227
H 1.9557 2.1910 -4.1148
H 1.5338 2.2267 -6.5695
H -1.1547 0.3165 -6.9003
H -1.5291 -0.2471 -4.1753
N -2.4697 2.4946 0.3551
C -1.6400 3.4279 1.0386
C -2.4919 4.5546 1.3754
C -3.8126 4.3075 0.5624
C -3.7465 2.8649 -0.0092
H -2.2379 1.4944 0.2697
H -0.6446 3.2086 1.2819
H -2.3205 5.3511 1.9298
H -4.7885 4.8879 0.5900
H -4.5474 2.2754 -0.5465
N -2.9742 -0.8638 1.5350
C -3.6556 -0.0030 2.2736
C -4.3049 -0.9618 3.4112
C -3.8460 -2.2694 3.1006
C -3.0016 -2.2344 1.8614
H -2.3447 -0.5005 1.0395
H -3.5058 1.0738 1.9486
H -4.9614 -0.8907 4.1158
H -3.9499 -3.1488 3.7652
H -2.6032 -2.9208 1.0727
C 3.4473 -0.3230 1.2793
N 4.6288 -1.1139 1.6326
O 5.7657 -0.7238 1.2991
O 4.4935 -2.2271 1.9554
H 3.2289 -0.4702 0.2106
H 3.4348 0.8581 1.4263
H 2.6739 -0.6942 1.7713
*
```